Entry 1:
Molecular formula: C31H37Cl3N3O2ReSi
Method: DFT, wB97M-V/def2-TZVPD

Properties
Multiplicity: 2
F_max (eV/A): 3.6
DFT total energy (Ha): -3266.50517
Charge: +1

Structure (XYZ):
```
78
Properties=species:S:1:pos:R:3:forces:R:3
Si -0.57084 -2.19369 -2.05779 0.256 -0.150 0.367
H 2.62380 2.16676 -0.92858 0.036 0.190 0.034
C 2.79638 4.18122 -0.26558 -0.134 -0.292 -0.013
C -1.18825 2.58959 -2.23756 0.728 -0.442 0.236
H 1.73608 -0.76621 5.46748 -0.001 0.073 0.125
O 0.88027 -3.00350 2.52185 -0.002 0.421 -0.599
C -3.09926 -1.90489 0.43755 -0.066 -0.034 0.172
C -2.44178 -1.13470 2.81332 0.384 -0.040 -0.258
Cl -2.44231 -2.58456 -2.72022 -0.199 -0.036 -0.100
C 1.18817 -0.03657 3.50425 0.195 0.027 0.230
H 4.57121 3.25182 -2.04550 0.179 0.044 0.004
H -4.07473 2.75138 -2.26870 -0.005 0.050 -0.125
C -3.39238 -1.90768 1.92868 0.098 -0.118 -0.018
C 3.63445 -1.02441 -1.25491 -0.352 0.031 0.042
N 1.49601 -0.95567 -0.25584 0.100 -0.561 0.015
H -2.51341 4.06262 -3.02879 -0.147 0.048 0.002
H 3.07728 -0.68989 4.32427 0.165 0.032 0.048
N -0.37097 -1.38342 1.46622 0.317 1.151 -2.723
C -2.25940 -0.12828 5.01154 -0.082 -0.116 -0.233
C 2.02136 -0.92452 4.43091 0.011 -0.110 -0.214
O 2.26867 0.84270 -3.14958 -0.240 -0.422 0.733
H -2.73282 0.19105 5.92640 -0.033 0.026 0.107
C 2.34589 -0.52029 -1.18891 0.349 0.027 -0.176
H 3.76409 3.96613 0.18003 0.114 0.043 0.087
C 3.57640 3.31383 -2.47790 -0.034 -0.326 0.024
H 2.51546 1.66066 3.60452 0.135 0.059 -0.003
H -4.26872 1.27546 -1.34066 -0.132 -0.065 -0.003
C -3.41813 -3.35756 2.43416 -0.233 0.162 -0.077
H -2.31949 -2.62983 0.21046 0.079 0.087 -0.112
Cl 0.12582 -3.89566 -1.13287 -0.116 -0.005 -0.085
C -0.28046 -0.35728 3.65353 -0.273 -0.016 -0.519
C -2.27606 1.55171 -2.09339 0.004 -0.069 -0.373
C 1.75329 0.52473 -2.10189 0.612 -0.360 -1.021
H -3.74637 -3.39622 3.47056 -0.008 -0.039 0.033
H -1.93301 0.78992 -1.31609 -0.112 0.008 -0.102
Cl 0.61677 -1.90306 -3.69052 -0.112 0.020 0.082
H -4.09991 -3.94965 1.82896 -0.067 -0.157 -0.036
H -3.20103 0.02622 -3.32037 -0.095 -0.034 -0.075
H 3.46086 2.52676 -3.22038 0.149 0.211 -0.036
H 3.47222 4.27157 -2.97913 0.033 0.160 -0.007
H -1.53736 0.41694 -3.78148 0.103 -0.080 -0.110
H -0.77342 5.77583 -3.29039 -0.059 0.170 -0.043
H 5.00252 -2.42010 -0.37866 0.121 -0.030 0.040
H 1.49468 5.35011 -2.46196 0.099 0.127 -0.033
C 2.52422 3.16295 -1.37852 0.254 0.156 -0.090
C 0.74027 -2.17794 1.64685 0.504 -1.216 0.219
C 4.01121 -1.99860 -0.33409 -0.259 0.045 -0.070
H 1.50389 -0.21615 2.46948 -0.005 0.086 0.151
C -1.50006 3.84059 -2.73719 0.136 0.068 0.003
C -1.04682 -0.97911 2.62335 -0.794 0.893 1.671
C 0.76123 4.56080 -2.43452 -0.147 0.033 -0.030
H 2.82683 5.19143 -0.66081 -0.005 0.151 -0.020
C 1.46911 1.44131 3.79976 -0.027 -0.166 -0.231
C 1.13392 3.32052 -1.94224 -0.584 -0.595 0.064
H -2.83670 1.53553 -4.16779 -0.022 0.090 -0.006
C 0.16613 2.27760 -1.94495 -0.605 2.248 -0.378
H 1.86875 -1.97568 4.19662 0.060 0.008 0.124
H -3.43053 2.65870 -0.63061 -0.025 0.084 0.080
Re -0.41799 -0.37763 -0.35701 0.573 0.842 -0.530
H -4.38991 -1.47338 2.07677 0.197 -0.040 -0.005
N 0.53615 0.98235 -1.63254 -1.164 -2.204 2.595
C -3.59034 2.09899 -1.54895 0.206 -0.194 0.280
H -2.42324 -3.78999 2.37518 0.165 -0.100 -0.022
H -3.98357 -2.19087 -0.12846 -0.014 0.044 -0.106
H 0.85748 2.08921 3.17520 -0.066 0.120 -0.036
H -2.81700 -0.88656 0.10610 -0.066 0.004 -0.148
C 3.10514 -2.44469 0.62375 -0.456 0.202 -0.017
C -2.47670 0.82935 -3.42189 -0.001 -0.141 0.206
H -0.31260 0.46416 5.61945 0.112 0.088 0.096
H -4.07567 -0.81231 4.13748 -0.095 -0.023 -0.021
H 4.30036 -0.66534 -2.02395 0.040 0.048 -0.057
C -3.01131 -0.68717 3.99729 0.081 0.175 0.257
H 3.35103 -3.20796 1.34652 0.012 -0.001 0.079
C -0.52245 4.81394 -2.87762 0.006 -0.205 0.115
H 2.03744 4.13561 0.51247 -0.070 0.036 0.091
H 1.26788 1.67830 4.83999 -0.010 0.061 0.094
C -0.89881 0.02411 4.83009 -0.123 -0.044 0.019
C 1.82892 -1.89632 0.62980 0.425 -0.222 0.336
```
Forces are in eV/Å.

---

Entry 2:
Molecular formula: C31H37F3N5Ni2O4
Method: DFT, wB97M-V/def2-TZVPD

Properties
Multiplicity: 5
F_max (eV/A): 4.3
DFT total energy (Ha): -5094.16642
Charge: +1

Structure (XYZ):
```
82
Properties=species:S:1:pos:R:3:forces:R:3
C -3.30139 2.00691 0.01575 4.230 -0.300 0.568
O 2.30107 1.14802 0.35833 -0.792 -0.951 -0.785
C -0.16983 2.56746 4.99446 0.776 -0.733 -0.655
H 0.35920 -1.61675 -2.67408 0.039 -0.270 0.062
C -0.94237 -2.83128 -0.79030 0.973 -0.556 0.503
H 4.73899 1.25797 -0.99825 0.300 -0.251 0.225
N 0.48462 1.95613 -2.20930 1.674 1.178 -1.616
C -0.63841 -1.90682 2.48397 0.442 -0.245 0.594
C 3.52563 -0.94773 -2.05690 -1.414 0.813 0.290
C -0.11021 -5.43314 -0.16135 -1.848 2.098 -0.185
C -0.34812 -1.82042 4.94177 -0.286 -0.224 -2.793
H 1.66197 3.67970 2.42866 0.228 -0.464 -0.483
C 1.61172 2.50152 -4.33253 0.388 0.122 0.822
H 3.18154 2.80691 1.07527 0.157 0.272 0.330
H -2.07280 -5.96675 -0.97851 -0.037 -0.290 0.360
C -1.84425 -3.85060 -1.03480 1.721 -1.991 1.322
C -1.14843 -2.13841 3.79200 1.599 1.038 -0.121
C -1.41703 -5.16161 -0.68166 0.760 0.226 -0.781
C -0.95297 1.60813 4.31551 1.089 1.573 -0.546
C -4.53380 -0.14119 0.31606 0.655 0.267 0.179
H 4.32919 2.87622 -1.21651 -0.617 0.394 0.315
O -1.94074 2.38999 -0.13072 -1.828 -0.286 -0.583
H -3.72520 -2.02312 -0.22475 0.068 -0.193 0.224
H -5.14911 -0.08642 -0.58199 0.152 -0.383 -0.233
H -1.45679 1.28650 -2.37171 -0.003 -0.071 0.266
C 1.31644 -1.07804 3.32746 -0.631 -0.381 -0.583
H 1.44382 -0.95941 5.56188 0.896 0.005 -0.457
O -0.16396 -0.05226 -0.18426 -0.341 -0.089 -0.208
H 1.11814 -1.33428 -4.93833 0.270 0.277 -0.393
F -4.18919 3.94615 -1.16078 0.042 -1.538 -0.103
H 0.25060 -6.41534 0.10604 -0.168 -0.038 -0.120
O -3.29673 0.55573 0.14341 -0.553 0.538 -1.175
H 1.65819 -4.49697 0.50616 0.175 0.537 0.148
C -4.05375 -1.51736 0.68319 -0.939 -0.563 -0.127
Ni 1.48917 -1.02161 0.19785 -1.458 0.832 -0.359
N 0.17597 2.17120 2.18102 -0.239 0.324 2.197
H -2.17860 -2.46249 3.78072 0.010 -0.202 0.584
C 1.86471 -1.14012 -4.18247 -1.058 -1.551 1.628
C 0.67381 -4.30722 0.10443 -0.698 1.411 -1.462
Ni 0.14374 1.89664 -0.01219 -0.318 -0.858 0.113
N 0.57009 -1.38529 2.16898 0.999 -0.032 3.940
C 0.87386 3.17897 4.31040 -0.133 -0.357 -1.311
F -5.54157 2.30856 -0.59625 -0.036 0.454 -0.010
H 2.44929 2.93661 -4.85748 0.105 -0.028 0.114
C 0.99169 2.99459 2.92639 -1.457 -0.539 -0.221
C -0.57204 1.50312 -4.32197 0.662 0.725 0.134
H 2.42834 2.87460 -2.46530 -0.046 -0.514 0.739
H 1.63446 3.81929 4.73215 -0.346 0.179 0.444
H -0.26338 2.79589 6.04588 -0.363 -0.233 0.107
H 3.64611 -0.60292 -5.35144 -0.652 0.154 -0.427
H -1.39199 0.82617 2.32286 -0.021 -0.123 -0.062
H -5.19177 0.24906 1.09252 0.337 0.474 0.395
C 3.17076 -0.78192 -4.39835 1.036 -0.321 0.039
H -1.70028 1.13483 4.93512 -0.287 -0.432 -0.661
H -3.59964 2.25651 1.03401 -0.898 1.059 -0.193
C 4.06383 -0.76028 -3.32773 -1.234 0.148 1.292
F -4.29084 2.04480 -2.30199 0.837 0.374 0.514
N 2.16849 -1.10727 -1.78699 1.968 -1.649 -1.094
H 5.42062 2.48761 0.08773 0.111 -0.052 -0.054
H 4.11853 -0.81803 -1.16358 0.166 0.017 -0.052
C 0.51669 2.05096 -4.99213 -1.482 -1.619 -1.280
N 0.33267 -2.99398 -0.25827 -1.518 -1.939 0.129
H 5.09030 -0.43969 -3.42772 0.084 -0.334 -0.089
C 1.41161 -1.45021 -2.85045 1.055 2.834 -0.732
C 3.48380 1.85183 0.64566 -0.720 0.152 0.315
H -4.87785 -2.06114 1.14499 -0.002 -0.362 -0.190
H 0.51742 1.97152 -6.06921 -0.031 0.352 -0.204
H 4.07235 1.32395 1.39603 -0.081 -0.173 0.469
H -0.72536 -1.90700 5.95003 0.002 -0.132 0.005
H -2.83819 -3.66876 -1.41614 0.117 0.024 -0.093
H -3.25234 -1.49253 1.42160 0.013 0.263 -0.122
H -1.08213 -0.37684 -0.10587 0.743 0.753 0.255
H -1.40058 1.10361 -4.88794 -0.158 0.062 0.189
C 1.59751 2.39812 -2.96440 -1.698 0.311 1.667
H -1.26290 -2.21330 1.65783 0.010 0.161 -0.130
C 0.94980 -1.32193 4.67253 -2.076 0.127 -0.917
C -0.74770 1.45946 2.91468 0.372 0.945 0.368
H 2.25338 -0.57558 3.13757 0.130 0.002 -0.131
H -1.36422 -1.86695 -1.03216 0.916 0.441 0.025
C -0.57427 1.56419 -2.92888 0.210 -0.292 0.002
C 4.51567 2.15504 -0.42076 0.278 -0.473 -1.010
C -4.29503 2.58849 -1.06447 -0.324 0.114 0.876
```
Forces are in eV/Å.

---

Entry 3:
Molecular formula: C31H37FN4O4
Method: DFT, wB97M-V/def2-TZVPD

Properties
Relative energy (zero: lowest compared OMol25 entry of this formula, charge and spin) (kcal/mol): 0.00
F_max (eV/A): 0.7
DFT total energy (Ha): -1823.36201
SMILES string: O=C(NC[C@@H]1CCCO1)[C@@H](c1ccc(F)cc1)N(CCCN1CCOCC1)C(=O)c1ccc(-c2ccccc2)[nH]1

Structure (XYZ):
```
77
Properties=species:S:1:pos:R:3:forces:R:3
C -3.58537 -0.87382 1.70394 -0.137 0.178 -0.124
O 0.05694 -3.74534 -0.15947 -0.012 0.234 0.155
H -1.12592 0.92676 2.94490 -0.177 0.037 0.002
C -4.76705 -1.32580 2.26159 -0.201 -0.037 0.008
C -4.81958 0.39692 0.08699 0.249 -0.057 0.135
C -1.56377 3.20020 -2.86258 -0.358 0.105 0.157
C 5.80808 -0.24479 2.00658 -0.180 0.031 -0.089
H 1.63173 2.85414 -2.54546 -0.020 -0.037 0.063
C -3.59778 -0.00424 0.61745 -0.213 0.070 0.243
H 0.99924 2.84841 -0.12180 0.075 0.011 0.013
O -2.20084 -0.18026 -2.35743 -0.031 0.130 -0.412
H 4.43498 0.44653 -1.00941 -0.058 0.042 -0.075
H -4.83426 1.05858 -0.76582 0.001 0.098 -0.111
H -0.74563 -5.65097 -0.28593 0.079 -0.005 0.027
C 0.59523 2.72004 -2.22882 0.213 -0.061 0.293
H -1.62543 4.93474 -1.57351 -0.064 -0.031 0.020
C -1.84517 3.85347 -1.50723 0.079 -0.117 -0.319
H 0.28991 2.69839 1.86587 0.002 0.080 0.115
F -7.12225 -1.34477 2.25464 0.085 0.037 -0.039
H -2.53670 1.57404 2.11396 0.116 -0.078 0.063
H 2.40310 -0.03040 -0.35467 -0.026 -0.045 0.064
H -2.41167 3.77646 0.93944 -0.004 0.067 -0.006
C -6.00995 -0.05155 0.62803 -0.164 -0.182 0.194
H 2.07704 -5.16672 -1.34576 0.023 -0.041 0.014
O 0.18430 -0.14571 -0.71696 0.337 0.275 0.151
C -0.08630 -3.23349 -1.48432 -0.224 0.330 -0.531
N 2.38663 0.16090 0.63599 0.091 -0.001 -0.211
C 1.51495 0.50521 2.63569 -0.310 -0.064 -0.271
C 3.43152 0.19236 1.49359 -0.375 0.102 0.477
H 0.75004 -5.46245 0.66868 -0.066 -0.039 -0.041
C 0.37113 3.35535 -0.85551 0.099 -0.167 -0.286
H -1.83120 2.13467 -2.82394 -0.037 0.115 -0.003
H -4.76846 -1.99592 3.10664 -0.030 -0.067 0.090
C 0.01888 0.26542 0.43463 0.018 -0.222 -0.194
H 6.76577 0.18665 -1.69335 0.016 0.014 -0.073
C -0.78818 2.81539 1.96315 -0.225 0.005 -0.273
H 5.54076 -0.37598 3.04357 -0.033 -0.030 0.112
C 1.20368 0.34670 1.29239 0.144 0.063 0.375
H -1.66796 -2.45015 -2.74928 -0.028 -0.107 0.037
H -0.91555 4.73038 0.98936 -0.107 -0.018 -0.040
C 0.41185 -4.32491 -2.44932 -0.033 0.040 0.213
H 0.91712 -6.39116 -1.89758 0.047 -0.062 -0.017
H 0.51448 -2.31937 -1.53313 -0.081 -0.170 -0.022
N -1.02766 3.21360 -0.48653 -0.032 0.147 -0.005
C 0.22962 -5.14329 -0.23544 0.071 -0.388 -0.039
H 3.45346 0.50115 3.67362 0.161 0.018 0.137
H -2.48382 1.43538 -0.52112 0.022 -0.236 0.033
H 0.84068 0.66337 3.45239 -0.180 0.060 0.079
C -1.45643 1.43695 2.03658 0.341 0.413 0.443
C 7.47649 -0.22869 0.28225 0.045 0.002 -0.037
H 0.35593 1.64914 -2.17203 0.082 0.127 -0.007
C 4.81202 0.04727 1.07250 0.477 -0.053 -0.254
H -6.96179 0.25221 0.22242 -0.112 0.020 -0.023
C 6.49849 0.06278 -0.65404 0.098 -0.030 -0.085
C 1.02162 -5.37671 -1.52043 -0.107 0.109 0.180
H 0.66439 4.42126 -0.89271 0.010 -0.058 0.042
C -1.55089 -2.84864 -1.74034 0.397 -0.059 0.084
C -2.06734 -0.53031 -1.20641 -0.484 0.054 0.440
C -2.32837 0.46090 -0.04440 0.085 -0.066 -0.538
H -0.43162 -4.74423 -2.99919 -0.019 -0.025 -0.074
C -1.32303 3.71237 0.84471 0.125 -0.028 0.162
H 8.50637 -0.33562 -0.02371 0.078 -0.008 -0.025
H -2.64508 -1.19312 2.12807 0.126 -0.027 0.064
H -2.13465 3.69563 -3.64997 -0.028 -0.043 0.062
C 5.17968 0.20069 -0.26625 -0.094 -0.016 0.202
H -0.97991 3.32005 2.91265 0.075 0.001 0.054
C 7.12497 -0.38030 1.61382 0.074 0.010 0.017
H -2.90149 3.73072 -1.25336 -0.018 0.006 0.001
C 2.90134 0.40661 2.75983 0.309 -0.070 -0.190
C -5.96546 -0.90741 1.71337 0.096 0.065 -0.101
H -2.19510 -3.72452 -1.60797 0.079 -0.040 -0.147
N -1.96631 -1.82273 -0.81393 0.066 -0.316 0.043
O -0.20430 3.33798 -3.20837 0.093 0.203 -0.176
N -1.21676 0.57570 0.89324 -0.268 -0.314 -0.227
H -1.69640 -2.01074 0.14088 -0.067 0.126 0.012
H 7.88285 -0.60798 2.34910 0.046 -0.021 0.059
H 1.13022 -3.93342 -3.16504 -0.026 0.011 -0.072
```
Forces are in eV/Å.